One molecule with the formula C7H12O3. Source: the Open Molecules 2025 dataset; level of theory: ωB97M-V with the def2-TZVPD basis set.

```
22
Properties=species:S:1:pos:R:3:forces:R:3:nbo_charge:R:1
C -0.343 1.425 -0.214 0.090 -0.304 -0.195 0.009
C -1.324 -2.128 -0.167 0.081 0.160 -0.031 -0.257
C 0.246 1.639 -1.573 0.146 -0.214 0.282 -0.639
C 0.663 -0.407 1.818 -0.062 0.350 0.011 -0.703
C -1.442 0.589 0.018 -0.184 0.075 0.464 0.727
C 0.727 -0.433 0.323 -1.066 -1.217 -0.343 0.356
C 1.777 -0.837 -0.407 -0.188 0.356 0.026 -0.616
O -0.696 -0.860 -0.342 1.005 1.218 -0.088 -0.525
O -0.203 2.463 0.699 -0.130 0.149 -0.077 -0.691
O -2.483 0.498 0.581 0.520 -0.214 -0.159 -0.538
H -0.135 3.306 0.233 -0.087 -0.064 0.013 0.471
H -2.131 -2.014 0.557 0.079 -0.140 0.094 0.206
H -0.554 -2.833 0.149 -0.152 0.011 0.115 0.210
H -1.734 -2.437 -1.129 0.030 -0.036 0.060 0.197
H 1.339 1.641 -1.508 0.068 0.042 -0.025 0.217
H -0.038 0.841 -2.257 -0.054 0.018 -0.013 0.230
H -0.086 2.594 -1.998 -0.025 -0.056 -0.002 0.204
H 0.694 0.619 2.187 0.018 0.019 -0.026 0.246
H 1.509 -0.954 2.235 -0.075 -0.041 -0.039 0.229
H -0.266 -0.841 2.192 0.045 -0.101 -0.061 0.228
H 1.745 -0.916 -1.482 -0.068 -0.084 -0.033 0.218
H 2.732 -0.954 0.086 0.008 0.072 0.025 0.221
```
Forces are in eV/Å.

Values from the calculation:
2S+1   1
E   -499.4738 a.u.
Energy above the lowest of the compared OMol25 structures with the same formula, charge and spin   453.5 kJ/mol
Total charge   0